No. 1
Formula: C5H10O
Source: the OMol25 dataset
Level of theory: wB97M-V/def2-TZVPD

Atoms and positions in Å:
C 1.75 0.07 0.82
C 1.48 -0.10 -0.66
C 0.34 -1.06 -1.13
C 0.27 0.40 -1.31
O -0.35 1.34 -1.74
H 2.43 -0.71 1.18
H 2.21 1.04 1.03
H 0.83 0.00 1.40
H 2.37 -0.11 -1.29
H 0.50 -1.70 -1.99
H -0.27 -1.51 -0.34
C -2.31 0.47 0.80
H -3.31 0.75 1.13
H -1.57 0.86 1.51
H -2.24 -0.62 0.76
H -2.12 0.89 -0.19

Computed properties:
HOMO-LUMO gap in eV: 10.03
Highest occupied orbital energy in hartree: -0.3374
SMILES: C[C@H]1CC1=O.C
ΔE to the lowest compared entry with this formula, charge and spin in kcal/mol: 44.5
LUMO level in eV: 0.845

No. 2
Formula: C2H2F2HgO4S
Source: the OMol25 dataset
Level of theory: wB97M-V/def2-TZVPD

Atoms and positions in Å:
O -2.59 -0.05 -1.24
S -1.33 -0.20 -0.68
O -0.68 -1.49 -0.81
O -1.19 0.14 0.94
C 0.13 0.31 1.09
F 0.66 -1.02 1.36
C 0.76 0.84 -0.25
F 1.64 -0.04 -0.86
O -0.33 0.97 -1.12
H 0.42 1.00 1.87
H 1.17 1.84 -0.10
Hg 1.34 -2.30 -0.19

Computed properties:
HOMO-LUMO gap in eV: 7.86
Highest occupied orbital energy in hartree: -0.7989
Charge: +2
LUMO level in eV: -13.882

No. 3
Formula: C3H6BrF2N
Source: the OMol25 dataset
Level of theory: wB97M-V/def2-TZVPD

Atoms and positions in Å:
C 1.47 0.69 0.59
C -0.59 -0.56 -0.09
C -0.02 0.75 0.25
N -0.17 -1.25 -1.17
F -0.80 1.21 1.33
F -0.23 1.64 -0.74
Br -3.58 -0.53 0.48
H 2.02 1.38 -0.02
H 1.81 0.94 1.63
H 1.79 -0.31 0.33
H -0.90 -1.09 0.72
H -0.73 -2.09 -1.27
H -0.07 -0.79 -2.05

Computed properties:
HOMO-LUMO gap (spin up / spin down) in eV: 7.66 / 7.05
Highest occupied orbital energy (spin up / spin down) in hartree: -0.2501 / -0.3886
2S+1: 3
ΔE to the lowest compared entry with this formula, charge and spin in kcal/mol: 0.0
LUMO level (spin up / spin down) in eV: 0.851 / -3.523

No. 4
Formula: C2H12N2O3
Source: the OMol25 dataset
Level of theory: wB97M-V/def2-TZVPD

Atoms and positions in Å:
C -1.74 1.49 -0.23
N -2.07 0.91 -1.52
C -2.94 1.32 -2.39
N -3.40 2.64 -2.51
H -2.28 2.55 -0.17
H -0.64 1.48 0.00
H -1.99 0.64 0.62
H -3.32 0.57 -3.17
H -2.90 3.38 -2.02
H -4.24 2.95 -3.01
O 2.55 -3.94 2.85
H 1.73 -3.49 3.06
H 2.76 -3.45 2.04
O 1.26 -3.01 4.67
H 1.41 -2.34 5.42
H 0.45 -2.76 4.47
O 4.58 1.36 -2.42
H 3.62 1.42 -2.53
H 4.82 1.95 -1.64

Computed properties:
HOMO-LUMO gap in eV: 9.20
Highest occupied orbital energy in hartree: -0.3214
SMILES: C/N=C\N.O.O.O
ΔE to the lowest compared entry with this formula, charge and spin in kcal/mol: 67.3
LUMO level in eV: 0.458

No. 5
Formula: C3H8N2O2
Source: the OMol25 dataset
Level of theory: wB97M-V/def2-TZVPD

Atoms and positions in Å:
C 3.47 -0.80 -0.10
N 2.69 0.22 -0.19
N 1.35 -0.15 -0.07
C 0.59 0.85 -0.12
O -0.68 0.95 0.12
C -1.24 -0.22 0.73
H 3.05 -1.79 -0.10
H 4.60 -0.85 -0.16
H 1.06 1.66 -0.60
H -1.31 -1.06 0.03
H -2.22 0.11 1.17
H -0.68 -0.46 1.65
O -4.30 -0.51 -0.41
H -4.96 -0.41 0.30
H -4.88 -0.20 -1.17

Computed properties:
HOMO-LUMO gap in eV: 9.72
Highest occupied orbital energy in hartree: -0.3343
SMILES: C=N/N=C/OC.O
ΔE to the lowest compared entry with this formula, charge and spin in kcal/mol: 87.0
LUMO level in eV: 0.621

No. 6
Formula: ClH2O
Source: the OMol25 dataset
Level of theory: wB97M-V/def2-TZVPD

Atoms and positions in Å:
O 0.93 -2.37 1.93
H 0.40 -1.80 1.32
H 0.41 -2.36 2.77
Cl 0.12 -0.38 0.30

Computed properties:
HOMO-LUMO gap in eV: 8.76
Highest occupied orbital energy in hartree: -0.1443
Charge: -1
ΔE to the lowest compared entry with this formula, charge and spin in kcal/mol: 8.1
LUMO level in eV: 4.833

Copy entry 5 word for word.
Formula: C3H8N2O2
Source: the OMol25 dataset
Level of theory: wB97M-V/def2-TZVPD

Atoms and positions in Å:
C 3.47 -0.80 -0.10
N 2.69 0.22 -0.19
N 1.35 -0.15 -0.07
C 0.59 0.85 -0.12
O -0.68 0.95 0.12
C -1.24 -0.22 0.73
H 3.05 -1.79 -0.10
H 4.60 -0.85 -0.16
H 1.06 1.66 -0.60
H -1.31 -1.06 0.03
H -2.22 0.11 1.17
H -0.68 -0.46 1.65
O -4.30 -0.51 -0.41
H -4.96 -0.41 0.30
H -4.88 -0.20 -1.17

Computed properties:
HOMO-LUMO gap in eV: 9.72
Highest occupied orbital energy in hartree: -0.3343
SMILES: C=N/N=C/OC.O
ΔE to the lowest compared entry with this formula, charge and spin in kcal/mol: 87.0
LUMO level in eV: 0.621